The following is a quantum chemistry calculation of a 2-piece molecular cluster, C4H13N3O2 overall at a distorted geometry, from the OMol25 dataset.

ORCA input file:
```
! wB97M-V def2-TZVPD RIJCOSX def2/J DEFGRID3
* xyz 0 1
C 1.975 -0.479 -0.831
H 0.378 0.347 -1.732
H -0.964 -1.584 -0.920
H -2.282 0.478 1.599
H 2.458 0.235 1.185
H -2.089 -2.592 1.104
C 1.632 0.469 0.506
H 3.057 -0.390 -0.981
H 0.872 2.139 -0.374
C -1.424 0.386 -0.230
O 1.334 -0.065 -1.966
H 2.489 2.121 -0.301
H 0.727 0.214 1.058
O -0.951 0.983 -1.208
N -1.720 -1.646 1.107
H -2.694 -1.245 -0.693
N -1.921 1.030 0.837
H -1.772 2.021 0.938
N 1.653 1.884 0.225
C -1.698 -1.110 -0.250
H -0.779 -1.682 1.481
H 1.718 -1.514 -0.556
*
```

Summary:
highest occupied orbital energy = -8.561 eV
max |F| = 0.057 Eh/bohr
calculated total energy = -12924.098 eV
energy above the lowest of the compared OMol25 structures with the same formula, charge and spin = 15.8 kcal/mol
SMILES string = NCC(N)=O.NCCO

***

The following is a quantum chemistry calculation of a 2-piece molecular cluster, C4H13N3S overall at a distorted geometry, from the OMol25 dataset.

ORCA input file:
```
! wB97M-V def2-TZVPD RIJCOSX def2/J DEFGRID3
* xyz 0 1
H -0.068 0.445 0.436
H 3.448 -1.377 -1.146
S -3.542 0.396 1.687
H 1.790 -2.077 0.556
H -1.283 2.449 0.181
H 1.268 0.807 -2.139
H -1.991 -1.252 0.980
C 1.651 -0.552 -0.818
N 0.661 0.105 -1.711
H -1.952 2.421 1.799
H -0.431 0.265 2.181
H 0.230 -1.669 0.124
H -2.183 -0.023 -0.236
H -0.184 2.686 1.421
H 2.190 -1.521 -2.337
C -1.081 2.121 1.214
N 2.703 -0.941 -1.668
C -2.073 -0.178 0.837
N 1.115 -2.054 -0.204
C -0.811 0.607 1.221
H 0.546 -0.658 -2.379
*
```

Summary:
highest occupied orbital energy = -6.675 eV
max |F| = 0.096 Eh/bohr
calculated total energy = -19657.083 eV
energy above the lowest of the compared OMol25 structures with the same formula, charge and spin = 178.5 kcal/mol

***

The following is a quantum chemistry calculation of an isolated ion of composition C4H13N4 and charge +1 at a distorted geometry, from the OMol25 dataset.

ORCA input file:
```
! wB97M-V def2-TZVPD RIJCOSX def2/J DEFGRID3
* xyz 1 1
C 0.177 0.168 -0.422
H -1.833 -1.158 1.709
H 0.407 0.788 1.941
H 1.605 2.775 0.167
C -0.015 0.692 -1.839
N -1.717 -1.434 -0.778
H 2.984 1.739 -0.018
H -2.182 -0.773 -1.282
N 1.330 0.562 1.632
H -0.449 -2.537 1.396
H 0.679 1.523 -1.944
H -1.358 -2.077 -1.555
H -2.412 -1.897 -0.145
C -0.788 -1.490 1.391
N 2.009 1.857 -0.230
C -0.708 -0.714 0.130
H -1.039 1.153 -1.907
N 1.230 0.809 0.203
H 0.001 -1.113 2.121
H 1.929 1.341 1.959
H 0.152 -0.212 -2.528
*
```

Summary:
highest occupied orbital energy = -11.945 eV
max |F| = 0.073 Eh/bohr
calculated total energy = -10309.121 eV
energy above the lowest of the compared OMol25 structures with the same formula, charge and spin = 114.5 kcal/mol
SMILES string = C/C([NH3+])=C(/C)N(N)N

***

The following is a quantum chemistry calculation of a 2-piece molecular cluster, C4H13N4O2S overall at a distorted geometry, from the OMol25 dataset.

ORCA input file:
```
! wB97M-V def2-TZVPD RIJCOSX def2/J DEFGRID3
* xyz 1 1
H 1.995 2.710 0.687
S 0.660 -1.266 0.007
N -2.212 -0.222 1.370
H 2.130 -2.690 -1.268
H -4.525 -0.466 0.580
O -0.420 -2.160 -0.365
H 2.477 -2.551 0.520
C -2.552 -0.130 0.049
C 1.589 1.729 0.784
H 2.246 1.272 1.578
H -4.213 -0.050 -1.171
H 2.249 1.176 -1.259
H -2.876 -0.558 1.945
C 2.204 -2.036 -0.369
C 1.333 1.195 -0.699
H -1.134 -0.213 1.686
N -3.846 -0.426 -0.250
N 0.814 -0.061 -1.017
H -2.178 0.089 -1.829
H 0.867 1.934 -1.337
N -1.768 0.324 -0.921
O 0.518 -0.678 1.318
H 0.545 1.781 1.206
H 3.136 -1.472 -0.509
*
```

Summary:
highest occupied orbital energy (alpha / beta) = -13.873 / -13.712 eV
max |F| = 0.132 Eh/bohr
calculated total energy = -25238.115 eV
energy above the lowest of the compared OMol25 structures with the same formula, charge and spin = 79.6 kcal/mol

***

The following is a quantum chemistry calculation of a 2-piece molecular cluster, C4H13N5 overall at a distorted geometry, from the OMol25 dataset.

ORCA input file:
```
! wB97M-V def2-TZVPD RIJCOSX def2/J DEFGRID3
* xyz 2 1
N 0.312 -2.269 -3.632
H 0.702 1.472 4.663
H -1.055 -0.549 -3.599
C -0.383 0.992 1.575
H -1.987 -0.693 -0.102
N 1.765 2.308 3.106
H 2.100 2.099 2.170
H -2.094 0.348 -1.450
C -0.567 -1.276 -3.031
N -1.443 -0.402 -0.996
H 2.577 2.571 3.788
C 0.762 1.631 3.638
H -0.493 -2.239 -1.306
H 0.462 -3.115 -3.026
C -0.775 -1.314 -1.740
N 0.629 1.324 0.898
H 1.234 -1.888 -3.927
H 0.027 -2.748 -4.547
H 0.700 1.558 -0.112
H -1.016 0.697 3.457
N -0.185 0.977 2.944
H -1.272 0.519 1.230
*
```

Summary:
highest occupied orbital energy = -16.035 eV
max |F| = 0.087 Eh/bohr
calculated total energy = -11792.106 eV
energy above the lowest of the compared OMol25 structures with the same formula, charge and spin = 0.0 kcal/mol

***

The following is a quantum chemistry calculation of a 2-piece molecular cluster, C4H13N5O overall at a distorted geometry, from the OMol25 dataset.

ORCA input file:
```
! wB97M-V def2-TZVPD RIJCOSX def2/J DEFGRID3
* xyz 0 1
C 0.404 -0.593 1.276
O 2.288 0.633 0.373
H 2.000 0.528 -0.561
C 0.566 1.912 1.423
C -0.260 -0.876 -1.156
H -0.970 -1.713 2.417
H 0.005 -2.749 -1.939
H 1.068 -1.437 1.128
H 1.434 -1.881 -1.636
N 0.468 -2.040 -1.388
N 1.117 0.619 1.135
H -1.947 -1.988 -0.989
H -2.074 -0.441 -0.407
N 0.293 0.258 -1.546
H -1.471 1.187 -2.019
H 1.383 2.602 1.631
H -0.100 1.885 2.282
H -0.010 2.092 -2.186
H -1.322 0.087 2.322
H -0.015 2.311 0.584
N -1.649 -1.031 -1.113
N -0.525 1.374 -1.689
C -0.684 -0.740 2.058
*
```

Summary:
highest occupied orbital energy = -7.351 eV
max |F| = 0.081 Eh/bohr
calculated total energy = -13853.135 eV
energy above the lowest of the compared OMol25 structures with the same formula, charge and spin = 106.9 kcal/mol
SMILES string = C=CN(C)O.NN=C(N)N

***

- Which value of calculated total energy does entry 3 give?
  -10309.121 eV

***

Please write out number 6 again, unchanged.
The following is a quantum chemistry calculation of a 2-piece molecular cluster, C4H13N5O overall at a distorted geometry, from the OMol25 dataset.

ORCA input file:
```
! wB97M-V def2-TZVPD RIJCOSX def2/J DEFGRID3
* xyz 0 1
C 0.404 -0.593 1.276
O 2.288 0.633 0.373
H 2.000 0.528 -0.561
C 0.566 1.912 1.423
C -0.260 -0.876 -1.156
H -0.970 -1.713 2.417
H 0.005 -2.749 -1.939
H 1.068 -1.437 1.128
H 1.434 -1.881 -1.636
N 0.468 -2.040 -1.388
N 1.117 0.619 1.135
H -1.947 -1.988 -0.989
H -2.074 -0.441 -0.407
N 0.293 0.258 -1.546
H -1.471 1.187 -2.019
H 1.383 2.602 1.631
H -0.100 1.885 2.282
H -0.010 2.092 -2.186
H -1.322 0.087 2.322
H -0.015 2.311 0.584
N -1.649 -1.031 -1.113
N -0.525 1.374 -1.689
C -0.684 -0.740 2.058
*
```

Summary:
highest occupied orbital energy = -7.351 eV
max |F| = 0.081 Eh/bohr
calculated total energy = -13853.135 eV
energy above the lowest of the compared OMol25 structures with the same formula, charge and spin = 106.9 kcal/mol
SMILES string = C=CN(C)O.NN=C(N)N

***

- Which formula does entry 1 have?
  C4H13N3O2

***

- Which formula does entry 6 have?
  C4H13N5O